The following is a DFT calculation (wB97M-V/def2-TZVPD) of C3H7NO2 as an isolated structure in a non-equilibrium geometry.

As for the LUMO energy: 0.698 eV. As for the charge: 0. Its relative energy (zero: lowest compared OMol25 entry of this formula, charge and spin) is 77.3 kcal per mole. As for the total energy: -323.65784 Eh.

Geometry as XYZ:
```
13
Properties=species:S:1:pos:R:3:forces:R:3
O -1.380 -0.745 1.527 0.271 0.190 -0.089
C -1.303 -0.673 0.133 0.242 0.043 -0.631
C -0.629 0.559 -0.466 0.409 -0.157 -0.880
N 1.226 0.309 -1.025 -0.889 0.135 0.926
C 1.734 0.300 0.184 -0.095 0.032 0.666
O 0.977 0.425 1.153 0.945 -0.173 0.829
H -0.483 -0.557 1.848 -0.075 0.053 0.026
H -2.349 -0.651 -0.219 0.300 0.113 -0.073
H -0.837 -1.559 -0.315 -0.034 -0.075 0.090
H -0.787 1.449 0.168 0.767 -0.390 -0.540
H -0.880 0.727 -1.491 -0.531 0.018 -0.424
H 1.901 0.220 -1.813 -1.329 0.205 0.414
H 2.813 0.184 0.359 0.019 0.005 -0.315
```
Positions in Å, forces in eV/Å.

The following is a DFT calculation (wB97M-V/def2-TZVPD) of a 2-piece molecular cluster, C5H8FNO overall in a non-equilibrium geometry.

As for the LUMO energy: -1.783 eV. As for the charge: 0. Its relative energy (zero: lowest compared OMol25 entry of this formula, charge and spin) is 181.2 kcal per mole. As for the total energy: -424.91634 Eh.

Geometry as XYZ:
```
16
Properties=species:S:1:pos:R:3:forces:R:3
C 0.045 -1.254 0.774 0.683 -4.372 0.556
C 0.372 -0.024 -0.003 -2.106 2.021 -0.249
C -0.834 0.210 -0.976 2.430 -1.028 -2.709
C 0.555 1.249 0.848 -2.555 -0.010 1.368
C 1.605 0.048 -0.725 13.832 -3.586 0.493
H 0.630 -1.396 1.727 -0.677 0.587 -0.753
H 0.358 -2.272 0.207 -0.624 2.471 0.823
H -1.065 -1.413 0.966 1.476 0.761 -0.119
H -0.579 0.987 -1.773 -0.603 -0.322 1.490
H -0.581 -0.753 -1.687 -1.883 1.549 1.712
H -2.914 -0.578 -1.170 2.423 3.578 3.272
H -0.480 1.379 1.380 2.289 -0.440 0.202
H 1.538 1.241 1.426 -1.619 0.208 -0.500
N 2.914 -0.154 -0.684 -12.019 2.144 -1.075
O -2.051 0.437 -0.269 -1.989 -4.403 -4.323
F 0.485 2.294 -0.041 0.943 0.840 -0.189
```
Positions in Å, forces in eV/Å.

The following is a DFT calculation (wB97M-V/def2-TZVPD) of H12LiO6 as an isolated structure in a non-equilibrium geometry.

As for the LUMO energy: -3.366 eV. As for the charge: +1. Its relative energy (zero: lowest compared OMol25 entry of this formula, charge and spin) is 16.2 kcal per mole. As for the total energy: -466.03529 Eh.

Geometry as XYZ:
```
19
Properties=species:S:1:pos:R:3:forces:R:3
Li 0.093 0.014 0.033 0.146 -0.586 0.355
O 2.143 0.937 0.104 -0.065 -0.479 -0.019
H 2.830 1.009 -0.552 1.034 -1.029 -0.376
H 1.796 1.788 -0.088 -1.166 1.553 0.314
O -0.723 1.850 -0.509 0.977 0.826 1.755
H -0.721 2.736 -0.070 -0.207 -1.072 -0.723
H -1.184 1.934 -1.322 -0.778 0.351 -1.069
O -1.798 -0.884 -0.353 1.030 0.378 -0.012
H -2.024 -1.617 -0.899 0.022 -1.061 -0.699
H -2.640 -0.619 -0.043 -1.319 0.780 0.873
O 0.677 -2.015 0.990 0.179 0.983 -0.596
H 0.564 -2.776 0.431 0.010 -0.565 -0.171
H 0.516 -2.297 1.881 -0.110 -0.334 0.593
O -0.134 0.598 2.128 -0.034 1.509 -1.575
H 0.234 1.514 2.177 -0.332 -1.432 0.640
H -0.009 0.122 2.936 0.361 0.039 0.813
O 0.422 -0.793 -2.014 0.765 2.275 0.287
H 0.088 -0.022 -2.515 0.477 -0.498 0.229
H -0.135 -1.476 -2.308 -0.992 -1.638 -0.620
```
Positions in Å, forces in eV/Å.

The following is a DFT calculation (wB97M-V/def2-TZVPD) of a 2-piece molecular cluster, C4H8N2 overall in a non-equilibrium geometry.

As for the LUMO energy: 1.069 eV. As for the charge: 0. Its relative energy (zero: lowest compared OMol25 entry of this formula, charge and spin) is 127.8 kcal per mole. As for the total energy: -266.51839 Eh.

Geometry as XYZ:
```
14
Properties=species:S:1:pos:R:3:forces:R:3
C -0.017 0.422 -0.837 -0.263 -3.413 -2.902
C -0.417 -0.526 0.253 -0.862 0.287 -2.203
C 1.120 1.386 -0.720 -0.649 -0.119 -3.305
C 0.029 -1.045 1.599 0.210 1.731 -0.731
N -1.727 -0.823 -0.241 -0.340 0.402 0.330
N -1.329 0.666 -0.235 0.886 -1.937 0.838
H -0.196 -0.241 -2.274 0.684 1.812 3.721
H 0.884 2.232 -1.361 -0.033 0.174 -0.288
H 2.101 1.053 -1.062 -0.310 -0.545 0.149
H 1.189 1.808 0.197 0.241 0.955 3.261
H -0.878 -1.348 2.016 -1.601 0.189 1.419
H 0.621 -0.345 2.189 -0.430 0.215 0.027
H 0.555 -1.959 1.653 1.069 -1.054 -1.068
H -1.934 -1.280 -1.178 1.397 1.302 0.750
```
Positions in Å, forces in eV/Å.

The following is a DFT calculation (wB97M-V/def2-TZVPD) of C31H36N3ReS2Si2 as an isolated structure in a non-equilibrium geometry.

As for the LUMO energy (alpha / beta): -3.966 / -3.719 eV. As for the charge: +1. As for the spin multiplicity: 2. Its relative energy (zero: lowest compared OMol25 entry of this formula, charge and spin) is 2.7 kcal per mole. As for the total energy: -2820.67593 Eh.

Geometry as XYZ:
```
75
Properties=species:S:1:pos:R:3:forces:R:3
Re -0.719 -0.767 0.429 0.926 0.299 0.797
S -1.888 -2.166 2.143 -0.161 0.224 -0.012
C -2.623 -0.635 2.349 -0.125 -0.131 -0.044
N -2.168 0.332 1.558 -0.203 0.090 -0.567
C -2.936 1.513 1.674 0.429 -0.313 -0.035
C -2.784 2.685 0.950 -0.023 0.099 0.027
C -3.627 3.747 1.229 0.016 -0.022 -0.026
C -4.607 3.649 2.218 0.019 0.001 -0.009
C -4.763 2.481 2.942 -0.008 -0.045 0.052
C -3.921 1.415 2.653 -0.106 0.008 0.065
S -3.918 -0.180 3.365 -0.159 -0.027 0.209
H -2.030 2.759 0.186 0.042 0.003 -0.051
H -3.525 4.668 0.667 0.003 -0.036 0.027
H -5.252 4.493 2.420 0.001 -0.009 -0.002
H -5.523 2.399 3.709 0.025 -0.003 -0.036
C 2.515 1.694 -1.574 0.089 0.260 0.077
Si 1.910 -0.015 -1.983 0.013 0.077 0.094
C 2.214 -0.295 -3.797 0.122 -0.083 -0.319
C 2.893 -1.320 -1.098 0.132 -0.272 0.259
C 0.076 -0.246 -1.620 -0.493 -0.213 -0.031
C -0.282 -1.633 -2.014 -0.172 -0.118 -0.005
C -0.448 -2.260 -3.253 0.074 0.031 -0.035
C -0.829 -3.585 -3.279 -0.008 -0.033 -0.096
C -1.076 -4.290 -2.094 -0.004 -0.064 -0.120
C -0.943 -3.631 -0.907 0.179 0.270 0.127
N -0.539 -2.340 -0.891 -0.282 -0.055 -0.101
Si -1.100 0.990 -2.387 -0.169 -0.067 0.087
C -1.175 1.049 -4.246 -0.032 0.002 -0.316
C -0.644 2.705 -1.843 0.029 0.326 0.040
C -2.812 0.430 -1.823 -0.151 -0.118 0.091
H 3.553 1.641 -1.232 -0.057 0.025 -0.040
H 1.933 2.188 -0.795 0.094 -0.025 0.006
H 2.496 2.327 -2.467 -0.011 -0.033 0.108
H 3.278 -0.125 -3.999 -0.093 -0.009 0.000
H 1.648 0.391 -4.430 0.028 -0.035 -0.008
H 1.990 -1.319 -4.107 0.053 0.070 -0.016
H 3.954 -1.186 -1.331 -0.052 -0.047 0.022
H 2.611 -2.327 -1.425 0.029 0.072 0.009
H 2.783 -1.276 -0.012 0.027 -0.096 -0.236
H -0.273 -1.707 -4.165 0.007 -0.065 0.048
H -0.946 -4.089 -4.231 0.002 0.028 0.047
H -1.382 -5.327 -2.107 0.012 0.020 -0.022
H -1.138 -4.093 0.051 -0.018 0.032 0.028
H -0.284 1.515 -4.674 -0.058 -0.045 -0.007
H -2.034 1.666 -4.539 0.087 -0.061 0.018
H -1.311 0.070 -4.712 -0.026 0.121 -0.005
H 0.186 3.066 -2.457 -0.064 -0.007 0.042
H -0.317 2.747 -0.804 0.030 0.059 0.003
H -1.479 3.400 -1.988 0.082 -0.061 0.038
H -3.199 -0.334 -2.505 0.018 0.060 0.033
H -3.537 1.250 -1.802 0.056 -0.059 -0.034
H -2.845 -0.007 -0.810 -0.061 0.032 -0.111
C 1.955 -3.867 4.034 -0.007 -0.008 -0.031
C 1.686 -4.095 2.692 0.009 -0.004 0.008
C 1.322 -3.044 1.863 0.144 -0.107 -0.193
C 1.222 -1.763 2.377 0.063 0.340 0.143
C 1.510 -1.524 3.715 -0.109 0.062 0.118
C 1.870 -2.577 4.541 0.008 0.003 0.000
N 0.788 -0.667 1.539 -0.265 -0.277 -0.110
C 1.513 0.570 1.691 0.106 -0.260 -0.005
C 2.901 0.533 1.788 0.152 0.011 -0.047
C 3.612 1.710 1.933 0.025 0.021 -0.052
C 2.949 2.932 1.979 0.022 -0.008 0.025
C 1.567 2.965 1.895 -0.039 -0.006 0.017
C 0.846 1.784 1.767 0.046 0.073 0.003
H 2.241 -4.687 4.680 -0.013 0.018 -0.017
H 1.771 -5.094 2.281 0.004 0.048 0.023
H 1.155 -3.211 0.808 -0.010 0.011 0.030
H 1.423 -0.522 4.119 0.029 -0.014 -0.037
H 2.080 -2.386 5.585 -0.009 -0.016 -0.029
H 3.420 -0.417 1.743 -0.014 0.092 0.090
H 4.692 1.674 2.002 -0.034 0.007 0.017
H 3.508 3.851 2.099 -0.010 -0.028 -0.022
H 1.037 3.908 1.957 0.014 -0.030 -0.001
H -0.230 1.809 1.771 -0.196 0.015 0.000
```
Positions in Å, forces in eV/Å.

The following is a DFT calculation (wB97M-V/def2-TZVPD) of a 2-piece molecular cluster, F2H2N2O2S overall in a non-equilibrium geometry.

As for the LUMO energy (alpha / beta): -1.463 / -1.602 eV. As for the charge: 0. Its relative energy (zero: lowest compared OMol25 entry of this formula, charge and spin) is 44.5 kcal per mole. As for the total energy: -858.87834 Eh.

Geometry as XYZ:
```
9
Properties=species:S:1:pos:R:3:forces:R:3
N 0.598 -0.201 -0.349 -0.464 2.311 -1.962
N -3.175 -1.277 0.212 1.444 0.099 -0.315
O 1.755 -2.338 -0.725 -0.148 -0.354 -1.500
O 1.874 -1.408 1.488 -0.449 1.323 0.512
F -2.722 -1.044 -1.053 -0.504 -0.098 0.510
F -1.989 -1.342 0.898 -1.040 -0.007 -0.162
S 1.106 -1.555 0.279 0.685 -3.137 1.132
H 0.089 -0.052 -1.227 0.637 -1.132 0.239
H 0.331 0.521 0.253 -0.161 0.995 1.547
```
Positions in Å, forces in eV/Å.

The following is a DFT calculation (wB97M-V/def2-TZVPD) of C11H9AsBr4Cl3NO2Pt as an isolated structure.

As for the LUMO energy (alpha / beta): -2.259 / -2.260 eV. As for the charge: 0. Its relative energy (zero: lowest compared OMol25 entry of this formula, charge and spin) is 61.4 kcal per mole. As for the total energy: -14661.39830 Eh.

Geometry as XYZ:
```
32
Properties=species:S:1:pos:R:3:forces:R:3
Pt -0.105 0.658 0.920 -0.049 0.368 0.508
Br -0.533 -4.423 -5.086 0.010 -0.003 0.003
C -0.019 -3.157 -3.806 0.022 0.039 0.021
C 1.211 -2.364 -4.050 -0.026 0.001 0.028
Br 2.180 -2.685 -5.621 -0.004 -0.009 0.001
C 1.633 -1.438 -3.173 0.001 0.027 -0.106
Br 3.178 -0.416 -3.417 -0.020 0.013 0.021
C 0.900 -1.170 -1.910 0.325 0.131 -0.339
O 1.285 -0.347 -1.122 -0.049 -0.460 -0.111
C -0.374 -1.992 -1.661 -0.026 -0.099 0.006
O -1.018 -1.821 -0.664 0.065 -0.020 0.121
C -0.755 -2.984 -2.696 -0.036 -0.034 -0.051
Br -2.297 -3.966 -2.310 -0.009 0.028 0.012
C 1.407 -0.521 4.074 0.039 -0.078 0.033
As 0.655 -1.031 2.360 -0.231 0.175 -0.280
C 2.040 -2.229 1.700 0.009 -0.064 0.112
C -0.712 -2.295 2.912 0.080 -0.071 0.048
H 1.672 -1.404 4.657 0.002 0.001 -0.004
H 0.672 0.069 4.618 -0.003 0.016 -0.020
H 2.294 0.088 3.909 -0.013 0.017 -0.008
H 2.218 -3.036 2.412 0.031 -0.005 -0.015
H 2.959 -1.664 1.550 -0.010 0.012 -0.017
H 1.731 -2.651 0.745 -0.030 0.003 0.010
H -0.275 -3.131 3.459 -0.015 -0.001 0.006
H -1.231 -2.657 2.026 0.011 -0.001 -0.007
H -1.428 -1.776 3.547 -0.005 0.012 -0.014
Cl -2.139 4.736 -2.121 -0.006 0.009 0.003
C -1.956 4.598 -0.360 0.006 -0.020 0.040
Cl -3.547 4.700 0.417 -0.002 0.011 -0.011
Cl -0.909 5.899 0.238 -0.008 0.007 -0.009
C -1.352 3.318 -0.037 0.076 -0.046 -0.209
N -0.860 2.306 0.198 -0.135 0.039 0.230
```
Positions in Å, forces in eV/Å.

The following is a DFT calculation (wB97M-V/def2-TZVPD) of a 3-piece molecular cluster, C4H13NO2 overall.

As for the LUMO energy (alpha / beta): -5.296 / -8.902 eV. As for the charge: +1. As for the spin multiplicity: 2. Its relative energy (zero: lowest compared OMol25 entry of this formula, charge and spin) is 48.1 kcal per mole. As for the total energy: -365.07035 Eh.

Geometry as XYZ:
```
20
Properties=species:S:1:pos:R:3:forces:R:3
N -1.185 1.336 1.015 0.180 0.093 -0.517
C -1.895 0.067 1.228 0.137 0.323 -0.206
C -1.013 -1.630 -2.158 0.297 -0.065 -0.033
C -1.608 -0.729 -1.192 -0.321 -0.764 -0.092
C -1.340 -0.840 0.187 0.059 0.382 0.343
H -1.324 1.686 0.070 -0.065 0.138 0.232
H -1.474 2.061 1.660 -0.103 -0.085 0.133
H -2.985 0.132 1.137 -0.073 -0.029 0.015
H -1.617 -0.289 2.214 -0.203 -0.189 0.087
H -0.616 -1.043 -2.989 0.059 0.100 -0.262
H -0.258 -2.301 -1.774 0.223 0.048 0.255
H -1.775 -2.258 -2.633 -0.372 0.118 -0.105
H -2.364 -0.044 -1.573 0.117 0.211 0.269
H -0.620 -1.577 0.508 0.144 -0.248 -0.121
H 5.256 0.988 -0.800 -0.074 0.050 0.172
H 4.604 1.089 0.595 -0.094 0.082 -0.162
O 5.386 0.777 0.130 0.100 -0.122 -0.018
H 0.919 1.144 1.191 0.207 0.091 0.060
H 2.038 0.486 2.008 0.103 0.058 0.012
O 1.870 0.944 1.177 -0.320 -0.191 -0.062
```
Positions in Å, forces in eV/Å.

Q: Which formula does entry 5 have?
A: C31H36N3ReS2Si2

Q: Number 3 is which compound?
A: H12LiO6

Copy entry 6 word for word.
The following is a DFT calculation (wB97M-V/def2-TZVPD) of a 2-piece molecular cluster, F2H2N2O2S overall in a non-equilibrium geometry.

As for the LUMO energy (alpha / beta): -1.463 / -1.602 eV. As for the charge: 0. Its relative energy (zero: lowest compared OMol25 entry of this formula, charge and spin) is 44.5 kcal per mole. As for the total energy: -858.87834 Eh.

Geometry as XYZ:
```
9
Properties=species:S:1:pos:R:3:forces:R:3
N 0.598 -0.201 -0.349 -0.464 2.311 -1.962
N -3.175 -1.277 0.212 1.444 0.099 -0.315
O 1.755 -2.338 -0.725 -0.148 -0.354 -1.500
O 1.874 -1.408 1.488 -0.449 1.323 0.512
F -2.722 -1.044 -1.053 -0.504 -0.098 0.510
F -1.989 -1.342 0.898 -1.040 -0.007 -0.162
S 1.106 -1.555 0.279 0.685 -3.137 1.132
H 0.089 -0.052 -1.227 0.637 -1.132 0.239
H 0.331 0.521 0.253 -0.161 0.995 1.547
```
Positions in Å, forces in eV/Å.